(1)
Entry from OMol25: a single C20H23ClN2O5 molecule (ωB97M-V/def2-TZVPD).

LUMO level: 0.77 eV
Energy relative to the best compared isomer or geometry (same formula, charge and spin): 33.0 kcal/mol
Highest occupied orbital energy: -7.9 eV
Kohn-Sham gap: 0.3180 Ha

Each line ends with the natural charge from an NBO analysis.
Cartesian coordinates (Å):
C (0.919, 0.978, 3.025)  -0.25
O (-0.358, 1.026, 2.436)  -0.50
C (-0.553, 1.882, 1.391)  0.24
C (0.395, 2.743, 0.869)  -0.27
C (0.106, 3.524, -0.241)  -0.21
C (-1.136, 3.462, -0.842)  -0.03
C (-1.403, 4.142, -2.157)  -0.43
C (-0.853, 3.256, -3.298)  -0.22
N (-1.235, 1.880, -3.095)  -0.60
C (-0.461, 1.049, -2.374)  0.60
O (0.741, 1.153, -2.213)  -0.62
C (-1.264, -0.063, -1.696)  0.59
O (-2.449, -0.248, -1.927)  -0.66
N (-0.527, -0.700, -0.786)  -0.59
C (-1.031, -1.634, 0.187)  -0.25
C (-0.116, -2.853, 0.272)  -0.07
O (1.157, -2.383, 0.665)  -0.52
C (2.186, -3.260, 0.763)  0.36
C (2.087, -4.639, 0.610)  -0.32
C (3.209, -5.441, 0.741)  -0.18
C (4.443, -4.888, 1.025)  -0.23
C (4.562, -3.516, 1.177)  -0.21
C (3.445, -2.715, 1.045)  -0.11
Cl (3.584, -1.005, 1.217)  0.01
C (-2.111, 2.631, -0.290)  -0.32
C (-1.841, 1.843, 0.813)  0.33
O (-2.720, 0.980, 1.396)  -0.51
C (-3.981, 0.805, 0.793)  -0.27
H (1.192, 1.938, 3.475)  0.17
H (1.685, 0.685, 2.301)  0.18
H (0.854, 0.222, 3.805)  0.20
H (1.382, 2.796, 1.300)  0.22
H (0.874, 4.162, -0.652)  0.21
H (-0.913, 5.116, -2.203)  0.22
H (-2.476, 4.285, -2.294)  0.20
H (-1.219, 3.602, -4.267)  0.20
H (0.239, 3.277, -3.290)  0.23
H (-2.224, 1.660, -3.071)  0.41
H (0.438, -0.402, -0.701)  0.44
H (-2.035, -1.931, -0.123)  0.23
H (-1.081, -1.147, 1.168)  0.23
H (-0.513, -3.561, 1.011)  0.18
H (-0.051, -3.348, -0.706)  0.18
H (1.135, -5.094, 0.389)  0.22
H (3.109, -6.509, 0.619)  0.22
H (5.314, -5.516, 1.126)  0.22
H (5.516, -3.063, 1.394)  0.23
H (-3.085, 2.591, -0.752)  0.22
H (-3.883, 0.434, -0.233)  0.21
H (-4.492, 0.060, 1.400)  0.20
H (-4.563, 1.732, 0.798)  0.17

***

(2)
Entry from OMol25: a molecular structure, C20H23ClN2Tc (ωB97M-V/def2-TZVPD).

LUMO level (alpha / beta): -7.34 / -11.41 eV
Charge: +2
Energy relative to the best compared isomer or geometry (same formula, charge and spin): 17.2 kcal/mol
⟨S²⟩: 3.77
Highest occupied orbital energy (alpha / beta): -15.4 / -15.5 eV
Kohn-Sham gap (alpha / beta): 0.2966 / 0.1485 Ha
2S+1: 4

Each line ends with the natural charge from an NBO analysis.
Cartesian coordinates (Å):
C (4.234, -1.377, -4.786)  0.10
C (3.681, -2.514, -5.648)  -0.64
C (4.497, -0.164, -5.680)  -0.64
C (5.559, -1.829, -4.169)  -0.64
Cl (3.002, -0.934, -3.440)  -0.20
H (5.210, -0.410, -6.475)  0.24
H (4.934, 0.666, -5.125)  0.22
H (3.592, 0.181, -6.178)  0.22
H (4.384, -2.781, -6.445)  0.24
H (2.750, -2.237, -6.141)  0.22
H (3.518, -3.422, -5.068)  0.22
H (6.285, -2.089, -4.947)  0.24
H (5.442, -2.720, -3.553)  0.22
H (6.022, -1.044, -3.572)  0.22
C (-2.253, 0.498, -0.881)  -0.17
C (-1.321, 1.522, -1.283)  -0.22
C (-0.263, 0.872, -2.006)  -0.22
H (-1.435, 2.588, -1.123)  0.28
C (-0.535, -0.539, -2.055)  -0.19
C (-1.772, -0.766, -1.362)  -0.20
H (-2.275, -1.718, -1.206)  0.29
H (-3.204, 0.677, -0.385)  0.28
H (0.550, 1.364, -2.520)  0.29
H (0.076, -1.293, -2.543)  0.30
C (1.897, 0.116, 1.976)  0.00
C (1.073, 1.255, 2.104)  -0.14
C (0.859, 1.827, 0.776)  -0.28
H (0.709, 1.687, 3.034)  0.28
C (1.666, 1.031, -0.151)  -0.20
C (2.202, -0.091, 0.591)  -0.25
H (2.860, -0.848, 0.181)  0.30
H (2.308, -0.454, 2.803)  0.27
H (0.487, 2.829, 0.588)  0.28
H (1.984, 1.306, -1.146)  0.30
Tc (-0.255, 0.191, -0.013)  0.73
N (-4.909, 0.354, 6.089)  -0.13
C (-4.196, 0.313, 5.160)  0.20
C (-3.313, 0.286, 4.018)  -0.04
C (-3.156, 1.401, 3.199)  -0.18
C (-2.302, 1.336, 2.109)  0.04
N (-1.605, 0.218, 1.781)  -0.50
C (-1.690, -0.834, 2.629)  0.06
C (-2.520, -0.830, 3.743)  -0.18
H (-3.678, 2.339, 3.413)  0.27
H (-2.178, 2.222, 1.480)  0.22
H (-1.053, -1.695, 2.407)  0.23
H (-2.517, -1.697, 4.400)  0.27

***

(3)
Entry from OMol25: 3 unconnected molecules or ions with the total composition C20H23ClO4 (ωB97M-V/def2-TZVPD).

LUMO level: -1.29 eV
Energy relative to the best compared isomer or geometry (same formula, charge and spin): 106.2 kcal/mol
Highest occupied orbital energy: -9.3 eV
Kohn-Sham gap: 0.2929 Ha

Each line ends with the natural charge from an NBO analysis.
Cartesian coordinates (Å):
O (0.986, -0.277, 1.501)  -0.52
C (0.809, -0.435, 0.248)  0.55
C (-0.666, -0.566, -0.433)  -0.11
C (-1.820, -1.439, 0.154)  -0.19
C (-3.174, -1.528, -0.601)  -0.21
C (-3.372, -0.762, -1.942)  -0.20
C (-2.252, 0.135, -2.544)  -0.17
C (-0.896, 0.222, -1.777)  -0.11
C (0.363, 1.080, -2.315)  0.55
O (0.236, 2.222, -2.822)  -0.51
C (1.788, 0.338, -2.146)  -0.13
C (2.829, 0.434, -3.287)  0.01
Cl (2.554, 1.378, -4.837)  0.03
C (4.171, -0.359, -3.057)  -0.22
C (4.389, -1.170, -1.765)  -0.20
C (3.347, -1.240, -0.596)  -0.19
C (2.027, -0.466, -0.812)  -0.10
H (-1.613, -1.989, 1.138)  0.24
H (-3.984, -2.192, -0.140)  0.24
H (-4.342, -0.832, -2.546)  0.24
H (-2.375, 0.713, -3.516)  0.25
H (4.971, -0.354, -3.876)  0.25
H (5.350, -1.777, -1.606)  0.24
H (3.535, -1.860, 0.355)  0.26
C (-2.405, 5.626, -1.715)  -0.63
C (-2.798, 4.709, -0.567)  0.10
C (-2.098, 5.107, 0.724)  -0.63
O (-2.457, 3.365, -0.896)  -0.72
H (-1.328, 5.572, -1.906)  0.20
H (-2.906, 5.321, -2.638)  0.22
H (-2.669, 6.664, -1.499)  0.21
H (-3.882, 4.744, -0.423)  0.17
H (-1.011, 5.035, 0.616)  0.20
H (-2.381, 4.433, 1.537)  0.22
H (-2.354, 6.130, 1.012)  0.21
H (-1.499, 3.320, -1.026)  0.47
C (0.700, -4.594, 2.578)  -0.63
C (1.695, -4.445, 3.718)  0.09
C (1.064, -3.750, 4.915)  -0.63
O (2.819, -3.689, 3.271)  -0.72
H (0.355, -3.615, 2.229)  0.20
H (1.168, -5.084, 1.719)  0.22
H (-0.166, -5.184, 2.888)  0.21
H (2.062, -5.430, 4.017)  0.18
H (0.729, -2.742, 4.650)  0.20
H (1.793, -3.639, 5.722)  0.22
H (0.207, -4.314, 5.293)  0.21
H (2.503, -2.815, 3.004)  0.46

***

(4)
Entry from OMol25: a molecular structure, C20H23CuN3O3Se4 (ωB97M-V/def2-TZVPD).

LUMO level (alpha / beta): 0.07 / -0.78 eV
⟨S²⟩: 0.76
Highest occupied orbital energy (alpha / beta): -6.1 / -6.2 eV
Kohn-Sham gap (alpha / beta): 0.2264 / 0.1983 Ha
2S+1: 2

Each line ends with the natural charge from an NBO analysis.
Cartesian coordinates (Å):
Cu (0.175, -0.144, -1.129)  0.83
O (-0.033, 5.428, 2.748)  -0.72
C (-1.046, 5.213, 1.783)  -0.09
C (-0.943, 3.819, 1.234)  0.03
C (-1.826, 3.395, 0.250)  -0.24
C (-1.694, 2.126, -0.273)  0.08
N (-0.749, 1.274, 0.131)  -0.52
C (0.093, 1.672, 1.088)  0.18
C (0.030, 2.933, 1.666)  -0.24
C (1.151, 0.694, 1.458)  0.19
C (1.682, 0.640, 2.738)  -0.23
C (2.642, -0.317, 3.036)  0.01
C (3.224, -0.408, 4.424)  -0.09
O (3.534, 0.858, 4.978)  -0.70
C (3.032, -1.185, 2.027)  -0.25
C (2.447, -1.068, 0.777)  0.08
N (1.534, -0.148, 0.488)  -0.50
H (0.037, 6.371, 2.919)  0.48
H (-0.961, 5.920, 0.951)  0.19
H (-2.040, 5.342, 2.228)  0.18
H (-2.594, 4.053, -0.138)  0.23
H (-2.337, 1.782, -1.073)  0.22
H (0.750, 3.241, 2.409)  0.24
H (1.344, 1.326, 3.503)  0.24
H (4.096, -1.070, 4.416)  0.17
H (2.487, -0.848, 5.098)  0.20
H (4.185, 1.289, 4.414)  0.47
H (3.780, -1.947, 2.203)  0.22
H (2.731, -1.728, -0.032)  0.20
O (-0.056, -3.070, 0.332)  -0.72
C (-1.420, -3.001, 0.731)  -0.06
C (-2.391, -3.180, -0.424)  -0.42
C (-2.258, -2.117, -1.524)  -0.44
C (-1.180, -2.397, -2.535)  0.25
C (-1.342, -3.381, -3.504)  -0.26
C (-0.336, -3.601, -4.427)  -0.15
C (0.810, -2.824, -4.367)  -0.26
C (0.896, -1.857, -3.384)  0.06
N (-0.069, -1.653, -2.482)  -0.55
H (0.062, -3.862, -0.205)  0.46
H (-1.547, -2.013, 1.177)  0.18
H (-1.625, -3.748, 1.506)  0.16
H (-3.407, -3.153, -0.022)  0.22
H (-2.262, -4.183, -0.847)  0.19
H (-2.050, -1.143, -1.074)  0.23
H (-3.210, -2.024, -2.053)  0.23
H (-2.260, -3.953, -3.533)  0.22
H (-0.451, -4.358, -5.192)  0.22
H (1.613, -2.942, -5.080)  0.23
H (1.742, -1.183, -3.323)  0.23
Se (0.739, 1.797, -2.836)  -0.57
Se (-1.045, 4.862, -3.409)  -0.24
Se (-2.369, 3.281, -4.181)  0.07
Se (-1.314, 1.186, -3.666)  -0.13

***

(5)
Entry from OMol25: a molecular structure, C20H23F5IrN3O2S (ωB97M-V/def2-TZVPD).

LUMO level (alpha / beta): -9.32 / -9.13 eV
Charge: +2
Highest occupied orbital energy (alpha / beta): -14.6 / -14.7 eV
Kohn-Sham gap (alpha / beta): 0.1932 / 0.2044 Ha

Each line ends with the natural charge from an NBO analysis.
Cartesian coordinates (Å):
Ir (0.061, -0.920, 0.022)  0.91
F (-6.755, 1.690, 0.369)  -0.23
C (-5.698, 0.943, 0.250)  0.38
C (-4.426, 1.529, 0.329)  0.30
F (-4.313, 2.828, 0.523)  -0.26
C (-3.315, 0.746, 0.207)  0.37
F (-2.129, 1.319, 0.299)  -0.28
C (-3.413, -0.654, -0.013)  -0.41
S (-2.126, -1.739, -0.215)  0.36
C (-4.722, -1.210, -0.073)  0.40
F (-4.856, -2.508, -0.248)  -0.26
C (-5.840, -0.432, 0.056)  0.26
F (-7.041, -0.966, 0.001)  -0.24
O (2.425, -0.767, 0.092)  -0.73
C (3.258, -1.950, 0.087)  -0.08
C (3.186, -2.710, -1.228)  -0.43
C (1.736, -2.930, -1.670)  -0.45
C (0.998, -3.683, -0.611)  0.25
C (1.061, -5.064, -0.519)  -0.23
C (0.410, -5.716, 0.513)  -0.09
C (-0.284, -4.968, 1.455)  -0.24
C (-0.309, -3.602, 1.321)  0.06
N (0.319, -2.969, 0.309)  -0.48
H (2.707, -0.195, -0.635)  0.51
H (2.897, -2.552, 0.918)  0.20
H (4.287, -1.665, 0.299)  0.22
H (3.690, -3.667, -1.079)  0.24
H (3.720, -2.179, -2.018)  0.23
H (1.709, -3.458, -2.621)  0.26
H (1.244, -1.965, -1.819)  0.20
H (1.611, -5.617, -1.270)  0.25
H (0.450, -6.796, 0.588)  0.26
H (-0.803, -5.439, 2.278)  0.26
H (-0.830, -2.978, 2.034)  0.23
C (-0.378, 2.615, -2.064)  -0.41
N (0.394, 3.125, -0.935)  -0.40
C (0.703, 4.560, -0.973)  -0.21
C (0.943, 5.082, 0.425)  -0.42
C (1.988, 4.207, 1.078)  -0.21
N (1.553, 2.805, 1.053)  -0.40
C (2.027, 1.961, 2.147)  -0.40
C (0.807, 2.318, 0.054)  0.81
O (0.489, 1.082, 0.040)  -0.79
H (-1.340, 3.126, -2.115)  0.22
H (-0.547, 1.551, -1.960)  0.22
H (0.157, 2.803, -2.996)  0.22
H (-0.135, 5.072, -1.445)  0.23
H (1.582, 4.725, -1.602)  0.21
H (0.018, 5.044, 1.003)  0.22
H (1.282, 6.116, 0.385)  0.25
H (2.145, 4.493, 2.117)  0.23
H (2.948, 4.304, 0.565)  0.21
H (1.766, 2.421, 3.099)  0.22
H (3.112, 1.854, 2.102)  0.21
H (1.577, 0.980, 2.090)  0.22

***

Number 1: electronic energy -46853.854 eV. Number 2: electronic energy -38794.244 eV. Number 3: electronic energy -41816.902 eV. Number 4: electronic energy -337752.341 eV. Number 5: electronic energy -56923.402 eV.